(1)
C3H9NOSi | wB97M-V/def2-TZVPD

Element x y z (Å)
Si 0.60 0.36 1.30
O 1.81 0.17 2.36
N -0.43 -0.58 0.49
C -2.01 0.71 -3.72
C -2.00 0.78 -2.40
C 2.35 -0.95 2.99
H 3.21 -1.31 2.44
H 2.66 -0.65 4.00
H 0.61 1.79 1.23
H 1.62 -1.76 3.07
H -1.67 -0.17 -4.24
H -2.33 1.67 -1.88
H -0.41 -1.59 0.48
H -2.34 1.53 -4.34
H -1.66 -0.02 -1.78

Computed properties:
Multiplicity ... 1
Kohn-Sham gap ... 10.2 eV
HOMO level ... -9.653 eV
Charge ... 0
SMILES ... [H]/N=[SiH]\OC.C=C


(2)
C3H9NOSi | wB97M-V/def2-TZVPD

Element x y z (Å)
Si -0.22 0.70 0.22
O 0.61 2.12 0.18
N 1.24 3.07 -0.67
C -0.13 0.07 2.00
C -0.24 -0.47 -1.28
C -0.52 -1.93 -0.94
H -1.50 -2.05 -0.49
H -1.12 -0.13 2.41
H -0.47 -2.54 -1.83
H -0.97 -0.13 -2.02
H 0.22 -2.31 -0.24
H 0.43 -0.86 2.05
H 1.58 4.04 -0.25
H 0.36 0.80 2.63
H 0.74 -0.39 -1.77

Computed properties:
Multiplicity ... 1
Kohn-Sham gap (spin up / spin down) ... 9.3 / 6.4 eV
HOMO level (spin up / spin down) ... -9.039 / -6.400 eV
Charge ... 0


Stability, highest: (1)


(1)
C36H47BBr2HgN10OP | wB97M-V/def2-TZVPD

Element x y z (Å)
Hg -0.96 0.57 -0.87
Br 1.85 -6.06 -0.62
Br 0.42 -2.64 -7.72
P 1.31 0.88 2.19
O -1.79 -2.57 -0.85
N 0.39 -3.96 3.19
N 1.30 -1.52 -1.51
N -0.64 -1.01 -3.50
N 0.14 1.84 -2.72
N -1.60 3.32 -0.57
N -3.04 1.97 -3.00
N -2.90 0.91 -2.18
N -0.63 2.62 -3.50
N -1.24 -3.72 1.02
N -1.94 3.90 -1.74
C -1.66 -3.64 -0.27
C 0.65 -3.60 5.54
C 2.52 1.73 -0.11
C 1.23 1.55 -3.42
C 0.91 -4.29 4.37
C -1.98 -4.96 -0.94
C 2.85 -0.94 3.59
C -1.59 4.29 0.33
C 0.63 -2.48 -4.89
C -0.99 -1.01 -5.86
C 0.05 1.53 3.39
C -1.26 -0.56 -4.58
C -1.94 5.52 -0.24
C -4.15 1.83 -3.74
C 1.66 -4.22 -1.00
C 1.80 2.31 1.11
C 1.13 -3.81 -2.21
C -0.20 -2.51 5.48
C 0.28 -1.95 -3.65
C -0.42 -2.90 3.13
C -0.74 -2.15 4.26
C 0.16 2.97 3.90
C 1.19 2.16 -4.68
C 2.04 -3.28 -0.05
C -3.91 0.09 -2.42
C -0.02 -1.99 -6.01
C 0.94 -2.45 -2.41
C 2.85 0.53 3.19
C -0.95 -2.53 1.78
C -1.34 1.32 2.78
C -4.75 0.63 -3.40
C 2.64 3.43 1.71
C -2.14 5.22 -1.57
C -0.02 2.82 -4.68
C 1.84 -1.95 -0.37
C 3.12 1.40 4.42
B -2.02 3.14 -3.07
H 2.32 1.30 5.15
H 2.43 -3.57 0.91
H 0.82 -4.53 -2.95
H -1.35 4.08 1.36
H 1.40 -3.24 -4.98
H 0.14 0.85 4.25
H 2.81 4.21 0.96
H -1.64 -5.82 -0.37
H -0.23 -1.89 1.26
H -2.13 1.59 3.48
H -0.66 3.18 4.60
H 3.66 0.69 2.47
H -1.42 -1.31 4.18
H -0.44 -1.95 6.38
H 0.07 3.68 3.07
H 2.02 -1.16 4.27
H -3.06 -5.01 -1.08
H -2.00 0.21 -4.42
H 4.05 1.09 4.90
H -0.88 -4.59 1.37
H -1.86 -1.93 1.87
H 1.92 0.98 -0.61
H 1.10 -3.92 6.47
H 2.10 -1.17 0.34
H 3.22 2.46 4.17
H -5.66 0.21 -3.80
H -1.52 -4.97 -1.93
H 1.98 0.90 -2.99
H 1.93 2.12 -5.46
H 2.74 -1.60 2.73
H 1.09 3.17 4.41
H -3.98 -0.84 -1.88
H -2.03 6.48 0.24
H 2.18 3.90 2.58
H 2.74 2.52 -0.83
H -4.44 2.58 -4.45
H -2.41 3.90 -3.93
H -1.49 0.29 2.46
H -0.48 3.44 -5.44
H 1.56 -5.16 4.37
H -2.42 5.84 -2.41
H 3.48 1.27 0.18
H -1.47 1.94 1.88
H 3.78 -1.20 4.11
H -1.51 -0.60 -6.72
H 0.85 2.72 0.76
H 3.63 3.06 2.01

Computed properties:
Multiplicity ... 2
Kohn-Sham gap (spin up / spin down) ... 7.0 / 7.6 eV
HOMO level (spin up / spin down) ... -6.663 / -8.088 eV
Charge ... 0


(2)
C36H47BBr2HgN10OP | wB97M-V/def2-TZVPD

Element x y z (Å)
Hg -1.79 -0.18 0.07
Br 0.33 -6.54 1.39
Br -6.51 -3.82 3.85
P 3.11 -0.69 -1.49
O 1.18 2.71 -0.89
N -2.42 1.97 0.78
N 0.91 3.03 1.33
N -3.11 2.76 -0.06
N -1.10 -2.19 0.54
N -4.07 0.02 -1.10
N -3.38 -1.19 1.66
N -1.28 0.96 -1.86
N 0.08 0.19 2.42
N -2.05 2.00 -2.25
N -4.37 1.22 -1.63
C -0.26 -4.77 1.06
C 0.70 3.36 0.02
C -4.09 -3.34 2.47
C -0.53 -0.52 3.37
C -0.41 1.82 -3.73
C -2.48 2.54 1.98
C 0.10 -2.63 0.12
C 3.81 1.42 -3.15
C 3.50 -1.39 1.18
C -5.14 -0.74 -1.25
C -4.50 -0.66 2.14
C 5.55 -1.70 -0.24
C -3.14 -2.52 1.80
C -5.22 -2.76 2.96
C 3.17 -1.73 -3.04
C -0.27 -0.38 4.72
C 2.19 -2.89 -2.93
C 4.54 -2.23 -3.50
C 4.45 1.63 -0.74
C -3.23 3.71 1.93
C -0.14 4.59 -0.20
C 4.31 0.66 -1.91
C 4.02 -1.72 -0.23
C 1.69 1.87 1.71
C 0.69 0.54 5.11
C -0.29 0.85 -2.74
C 0.58 -3.89 0.35
C -1.91 -3.03 1.27
C -5.46 -1.38 2.82
C 1.00 1.08 2.80
C -5.63 1.22 -2.10
C -1.54 2.52 -3.38
C -6.17 -0.03 -1.88
C 1.34 1.28 4.13
C -1.48 -4.37 1.51
C -3.61 3.81 0.60
B -3.37 2.39 -1.56
H -2.09 -5.05 2.07
H 4.81 1.15 0.17
H 2.76 1.73 -3.01
H 1.56 -4.19 -0.01
H 0.45 3.57 2.05
H -2.03 3.36 -3.85
H -1.27 -1.24 3.03
H 4.92 -2.99 -2.81
H 3.80 -0.39 1.48
H -6.05 2.10 -2.57
H -1.99 2.07 2.82
H -0.47 4.61 -1.23
H 5.28 -1.43 -3.57
H 0.48 0.10 -2.59
H 3.90 0.83 -4.06
H 0.24 1.99 -4.57
H 0.47 5.48 -0.01
H 4.39 2.34 -3.28
H 5.93 -2.41 0.49
H 0.93 0.68 6.16
H 5.93 -0.71 0.04
H 1.18 -2.55 -2.69
H -4.63 0.40 1.97
H 2.49 -3.60 -2.15
H -7.16 -0.37 -2.14
H 5.16 2.42 -1.00
H 2.78 -1.05 -3.80
H -3.46 4.39 2.73
H 0.71 -1.90 -0.41
H 5.96 -1.95 -1.21
H 3.49 2.10 -0.53
H 2.41 -1.44 1.23
H -5.14 -1.75 -0.89
H -1.00 4.61 0.47
H 2.10 2.00 4.39
H -4.20 4.55 0.09
H -3.83 3.35 -2.11
H 4.45 -2.70 -4.48
H 5.28 0.22 -2.13
H 3.90 -2.09 1.91
H -0.80 -0.99 5.44
H 1.81 1.26 0.82
H -6.36 -0.91 3.20
H 2.14 -3.44 -3.87
H 2.69 2.16 2.06
H 3.70 -2.75 -0.46
H -3.94 -4.40 2.58

Computed properties:
Multiplicity ... 2
Kohn-Sham gap (spin up / spin down) ... 5.7 / 8.4 eV
HOMO level (spin up / spin down) ... -5.209 / -8.251 eV
Charge ... 0


Stability, highest: (2)


(1)
C14H42O7 | wB97M-V/def2-TZVPD

Element x y z (Å)
O -1.16 2.97 2.53
O 3.71 -0.49 2.66
O 0.99 5.34 -1.74
O 1.17 -0.83 1.01
O -2.01 -4.15 -1.09
O 0.52 -3.43 1.60
O -2.64 2.20 -5.79
C -2.84 -2.85 -3.01
C -3.15 1.07 -5.05
C 1.52 2.97 -1.65
C -0.26 3.99 3.01
C 0.35 -3.61 2.99
C -2.57 1.01 -3.64
C 3.99 -1.75 3.25
C 0.13 -0.05 0.47
C 0.13 -0.19 -1.07
C 1.71 4.29 -2.37
C 4.68 -1.54 4.57
C 0.67 4.35 1.89
C -2.92 -4.16 -2.21
C -1.09 -3.63 3.43
H -1.61 -4.45 2.91
H -0.91 4.86 3.16
H 5.02 -2.52 4.92
H 3.10 -2.36 3.45
H -3.91 -4.21 -1.74
H -1.49 1.14 -3.62
H 0.06 5.30 -1.97
H -2.77 0.24 -5.65
H 1.12 3.47 1.43
H -3.02 3.01 -5.43
H 5.54 -0.87 4.54
H -4.24 1.06 -5.12
H 0.46 2.73 -1.55
H -2.77 -2.06 -2.26
H -2.77 -5.05 -2.83
H 0.15 -4.21 1.18
H 2.76 4.59 -2.40
H 1.52 4.94 2.26
H 0.24 3.69 3.92
H -0.37 -1.10 -1.41
H 1.91 2.21 -2.34
H -0.86 -0.38 0.80
H 4.04 -1.12 5.35
H 2.03 2.88 -0.69
H -3.06 1.82 -3.09
H -1.79 2.73 3.21
H 4.59 -2.34 2.56
H -2.01 -2.81 -3.72
H 1.10 -1.73 0.66
H 2.91 -0.55 2.11
H -3.75 -2.77 -3.60
H 1.17 -0.25 -1.39
H -0.32 0.62 -1.64
H 0.25 0.98 0.78
H -1.14 -4.30 -1.50
H 0.90 -2.83 3.52
H 0.28 4.97 1.08
H -1.60 -2.70 3.18
H 0.92 -4.48 3.34
H -1.21 -3.83 4.50
H -2.83 0.00 -3.30
H 1.42 4.18 -3.42

Computed properties:
Multiplicity ... 1
Kohn-Sham gap ... 10.0 eV
HOMO level ... -9.538 eV
Charge ... 0
SMILES ... CCO.CCO.CCO.CCO.CCO.CCO.CCO


(2)
C14H42O7 | wB97M-V/def2-TZVPD

Element x y z (Å)
O -4.06 -1.81 0.18
O 0.56 4.09 -5.22
O -1.31 -1.22 -0.32
O 0.42 -1.96 1.77
O 0.91 3.41 3.40
O -3.76 -4.94 3.50
O 3.58 0.47 -1.30
C 0.22 2.93 2.24
C -5.62 -0.03 0.47
C -4.97 -1.21 1.13
C 0.36 0.28 -1.09
C 4.49 1.37 -0.66
C 2.73 -2.60 1.70
C 1.18 2.80 -5.22
C 1.31 -2.97 1.30
C 0.66 3.63 0.97
C -1.06 0.16 -0.59
C 5.40 1.84 -1.79
C -2.23 -4.33 1.78
C 2.09 2.67 -4.01
C -2.83 -3.90 3.09
H 1.75 2.66 -6.14
H 1.24 -3.07 0.22
H -2.26 -1.38 -0.20
H 1.03 -3.91 1.80
H -6.14 -0.34 -0.43
H -0.16 -1.72 1.04
H -6.29 0.49 1.15
H -5.73 -1.95 1.37
H 2.33 1.61 -3.91
H -2.05 -3.82 3.84
H 5.04 0.86 0.13
H -1.18 0.73 0.34
H 0.45 4.70 0.97
H 1.05 -0.13 -0.35
H -3.37 -2.96 3.01
H 5.93 0.98 -2.17
H 0.35 4.34 -6.12
H 0.57 4.30 3.58
H -4.07 -2.75 0.40
H 0.16 3.18 0.11
H 2.93 -1.57 1.38
H 0.45 1.86 2.17
H 2.93 3.36 -3.99
H -0.86 3.05 2.37
H 6.06 2.64 -1.45
H -4.85 0.69 0.17
H 2.80 -2.61 2.79
H 3.07 -0.03 -0.66
H -3.82 -4.92 4.45
H 0.48 -0.32 -1.99
H 0.40 2.04 -5.15
H 1.73 3.47 0.82
H 3.91 2.21 -0.28
H 1.51 2.87 -3.10
H -1.60 -3.52 1.39
H -4.43 -0.89 2.03
H -2.99 -4.55 1.03
H 0.66 1.31 -1.27
H -1.58 -5.19 1.90
H 3.47 -3.27 1.28
H 4.76 2.27 -2.56
H -1.76 0.59 -1.31

Computed properties:
Multiplicity ... 1
Kohn-Sham gap ... 10.5 eV
HOMO level ... -9.830 eV
Charge ... 0
SMILES ... CCO.CCO.CCO.CCO.CCO.CCO.CCO


Stability, highest: (2)